11
Properties=species:S:1:pos:R:3:forces:R:3:mulliken_spin:R:1 method="wB97M-V/def2-TZVPD" e_homo_ev="-6.6 / -9.5" e_tot_ha=-248.02378 multiplicity=3 s_squared=2.007 lumo_energy_ev="1.14 / -1.85"
C -0.19511 -1.64798 -0.01465 -2.99 3.12 -0.04 0.1124
C 0.63199 -0.61858 0.03234 3.01 -1.60 1.48 0.0496
C -1.63776 -0.98618 0.04391 1.75 -6.65 -2.33 0.7127
C 0.06620 0.73802 0.23247 -2.33 1.37 -0.48 0.0212
C -1.43638 0.49830 -0.00419 0.24 1.72 -0.22 0.4445
N -2.16339 -0.29178 0.94678 -1.43 2.34 1.77 0.5994
H -0.09308 -2.66093 -0.25869 0.46 -1.17 0.07 0.0003
H 1.70340 -0.89550 0.19695 -0.63 0.88 -0.61 0.0137
H 0.07420 1.23445 1.27116 0.88 -0.64 -1.62 0.0279
H 0.21715 1.41386 -0.64231 1.10 -0.07 1.10 0.0055
H -1.93173 0.93878 -0.88056 -0.08 0.69 0.89 0.0128